{"formula": "H32O20S", "method": "the ωB97M-V functional and the def2-TZVPD basis", "species": ["O", "H", "H", "O", "H", "H", "H", "H", "O", "H", "H", "H", "H", "O", "H", "O", "O", "H", "H", "H", "H", "O", "H", "O", "H", "H", "H", "H", "O", "O", "O", "O", "H", "H", "S", "H", "H", "O", "O", "O", "O", "H", "O", "H", "O", "H", "O", "H", "H", "O", "H", "H", "H"], "coordinates": [[-1.65840, -3.22004, -2.59872], [2.67660, 0.15796, 0.00528], [0.92060, 1.07196, 2.30928], [2.42760, 2.90196, -0.15872], [2.70660, -1.73404, -0.16272], [1.74160, -1.24204, 2.49028], [-0.96140, 0.83096, 2.53328], [2.21560, 1.89196, -0.28372], [2.67460, -1.31204, 2.74328], [-2.13640, 0.68796, -1.53072], [-0.43540, -2.37404, 0.67028], [-1.35340, -2.75604, 1.77928], [2.24660, 3.29096, -1.02672], [-0.69040, -3.10504, 1.24828], [3.98560, 0.65196, 0.51728], [0.70060, -1.36704, -2.95672], [0.15660, 1.86696, -2.70072], [-3.30840, -0.16304, -1.94972], [-1.14840, 2.66396, 0.11928], [-2.65840, 1.13996, 0.36928], [-0.57040, 2.15496, -3.26672], [-0.01240, -1.17004, 3.59328], [-2.37740, 1.35196, 2.35428], [-0.13540, -1.22904, -0.40272], [2.35360, 0.48496, -1.77972], [-1.23140, -2.39604, -2.85872], [3.01760, -0.76104, 2.06128], [-2.28740, -3.41204, -3.31572], [2.12860, -2.49004, -0.14872], [-3.53240, 1.03796, 0.83628], [-1.06940, 3.66996, 0.14028], [1.37160, 0.59096, -0.39372], [1.64260, -1.23504, -3.01472], [2.49160, 0.77796, -3.26572], [0.07260, 0.11796, 0.05128], [1.25860, -2.03504, -0.17372], [-4.04040, 1.81196, 0.51728], [-3.28740, -1.87104, -0.81072], [-1.62940, 1.43096, 2.94228], [3.55460, -0.17904, 0.41428], [1.34960, 1.76396, 2.95028], [-1.69240, 3.92896, 0.82528], [0.16860, 0.13596, 1.48228], [-0.22440, 1.66296, -1.81872], [-1.01940, 0.94496, -0.43572], [1.26260, 1.39796, 3.82028], [-2.74340, 0.49296, -2.28572], [-3.15740, -1.54204, 0.05628], [-0.73140, -1.78704, 3.32328], [3.01560, 0.71196, -2.44872], [-2.44340, -2.19604, -1.09072], [0.03060, -0.63404, 2.81628], [0.36460, -1.41504, -2.09072]], "forces_ev_per_angstrom": [[-0.4, -0.3, -0.4], [1.5, -1.1, 1.2], [1.5, 2.2, 1.8], [0.1, -1.7, -0.4], [1.0, 0.1, 0.2], [0.2, -0.7, 0.7], [-0.9, 1.1, 0.6], [0.2, 3.5, 0.3], [-0.9, -0.4, 0.8], [-0.5, -0.4, -1.1], [0.0, -0.1, -0.1], [-2.0, 0.8, 1.4], [0.0, -0.4, 0.2], [1.3, -1.6, -0.8], [1.0, 1.0, 0.2], [-0.3, -0.2, -3.2], [0.1, 0.3, -0.1], [-1.2, -1.6, 0.8], [0.5, 1.9, 0.1], [-0.9, -0.3, 0.4], [0.0, -0.2, 0.4], [-1.4, -1.8, 1.3], [-0.6, -0.1, -0.2], [-1.2, -1.3, -1.2], [-0.1, 0.2, -0.4], [0.3, 0.1, -0.3], [1.3, 0.7, -1.0], [0.3, 0.2, 0.5], [-0.8, -0.2, -0.3], [0.3, 0.9, -0.7], [-0.6, -1.5, -0.2], [-0.6, 0.3, -1.7], [0.3, -0.1, 0.7], [0.1, 0.2, 0.6], [0.9, 0.1, 0.1], [0.8, -1.0, -0.1], [0.4, -0.7, 0.2], [-1.4, -0.1, -0.7], [0.5, -0.3, 0.2], [-1.0, 0.1, -0.8], [-0.3, -0.6, -1.5], [0.2, 0.0, 0.2], [-1.0, -0.5, 0.9], [0.1, 0.4, -1.0], [-0.5, 1.2, 0.4], [-0.1, -0.4, 0.6], [1.2, 1.9, -0.6], [0.1, 0.6, 1.3], [1.0, 0.5, 0.7], [0.2, -0.3, -1.1], [0.9, -0.7, -0.4], [0.2, 0.4, -0.6], [0.2, 0.0, 2.0]], "charge": -2, "e_tot_ha": -1922.2848, "e_above_lowest_ev": 4.0407, "spin_multiplicity": 1, "homo_lumo_gap_ev": 8.784, "e_homo_ev": -4.03}


{"formula": "H33O16", "method": "the ωB97M-V functional and the def2-TZVPD basis", "species": ["H", "H", "O", "O", "H", "O", "O", "H", "H", "H", "H", "H", "H", "H", "O", "H", "H", "H", "O", "O", "H", "O", "H", "O", "H", "O", "H", "H", "O", "O", "H", "H", "H", "H", "H", "H", "H", "H", "H", "H", "H", "H", "O", "O", "O", "H", "O", "H", "H"], "coordinates": [[-2.25007, 3.90127, -1.69583], [-2.07807, 1.75300, -2.29949], [-2.57303, 1.60824, -1.50869], [-1.13404, -2.46348, -0.35024], [0.88403, 3.66055, 0.85594], [-0.84538, 3.10388, -2.42583], [1.84806, -3.70656, 2.64650], [3.32740, -0.97014, 2.70274], [-0.32594, -1.90259, 0.25237], [-2.87730, -4.32589, 0.24390], [2.77419, 2.11854, -3.02425], [1.98609, -4.21236, 3.31775], [-3.21676, 2.34137, -1.23100], [-2.09422, -0.38972, 2.90455], [2.09984, 3.00062, -2.93026], [1.02304, -4.90279, 0.24286], [0.35707, -0.80614, 1.73413], [-0.33708, 2.98709, -1.60066], [0.31294, 2.86185, 1.03080], [-0.61219, 0.29949, -5.20256], [-2.96508, 5.20180, -1.25327], [2.79056, 1.24524, 0.21459], [-0.23489, -0.00651, 0.42090], [0.30572, -0.84016, 0.69584], [-2.52690, 2.34942, 0.02110], [4.53780, -1.77333, 1.12606], [-1.85018, -2.03029, 0.08423], [3.03250, -0.96683, 4.27091], [-2.61335, 2.65834, 0.92218], [-2.10811, -0.13228, 1.91652], [-1.08406, -3.31460, 0.16529], [3.62605, 1.10479, -0.11648], [0.88774, -5.66385, 1.57975], [2.03906, 1.14414, -0.31559], [0.00767, 0.76177, -4.51719], [-0.31957, 3.56431, -3.05100], [-2.37036, -4.71107, 1.53212], [-2.62340, 0.71271, 1.82640], [2.39339, 3.73114, -3.45086], [-3.41251, 3.22128, 0.81153], [4.71209, -2.58533, 1.47021], [0.10351, 0.60346, -5.88937], [-2.44298, -4.00446, 1.01877], [0.50024, -5.07378, 0.94085], [-3.12298, 4.40763, -1.54226], [0.73524, 2.06177, 0.87384], [2.61840, -1.14608, 3.44056], [4.02450, -2.02333, 0.33876], [2.16074, -2.76831, 2.85305]], "forces_ev_per_angstrom": [[-1.6, 1.7, 0.0], [0.0, 0.9, -0.9], [-2.2, -0.5, 2.3], [2.7, -0.5, 0.5], [-0.5, -1.9, 0.3], [-0.2, -0.5, 1.1], [-0.7, 6.6, -6.5], [-1.6, -0.4, 1.9], [-0.3, 0.8, -1.0], [-0.7, -0.3, -0.9], [-2.6, 4.4, 0.0], [1.5, -4.6, 6.8], [1.0, -1.4, -2.3], [-0.3, 0.9, -2.4], [1.7, -4.7, 0.7], [3.3, 0.4, -3.3], [-0.2, 0.1, -2.7], [0.0, 0.2, -0.6], [-1.3, 3.5, -0.1], [4.8, 2.7, 0.0], [1.6, 6.9, 2.5], [-1.6, 1.0, 3.6], [0.9, -2.1, 1.0], [-0.4, 1.8, 2.0], [1.1, -0.6, 0.1], [-1.4, 3.3, -2.1], [-1.9, 0.8, 0.5], [0.5, 0.2, 0.8], [-1.5, 0.7, 0.7], [-0.3, -0.1, 2.0], [-0.6, -0.3, -0.2], [2.3, -0.6, -1.8], [0.6, 0.0, -0.1], [-0.6, -0.5, -1.9], [-2.3, -1.3, -0.5], [1.1, 0.6, -0.7], [0.7, -4.8, 3.8], [0.6, -0.6, 0.2], [1.0, 0.4, -0.7], [0.7, -0.3, 0.6], [1.1, -3.7, 2.0], [-2.5, -1.3, 0.5], [-0.3, 4.5, -2.7], [-4.4, -0.7, 2.8], [-0.1, -8.2, -2.7], [2.0, -1.5, -0.2], [1.2, 0.3, -3.1], [0.2, 0.5, 0.2], [-0.4, -1.7, 0.3]], "charge": 1, "e_tot_ha": -1223.2281, "e_above_lowest_ev": 6.7380, "spin_multiplicity": 1, "homo_lumo_gap_ev": 10.341, "e_homo_ev": -13.23}


{"formula": "H33O16", "method": "the ωB97M-V functional and the def2-TZVPD basis", "species": ["H", "H", "O", "H", "O", "O", "H", "O", "H", "O", "H", "H", "H", "O", "O", "H", "H", "H", "H", "H", "O", "H", "O", "O", "H", "H", "O", "H", "H", "H", "H", "H", "O", "H", "H", "O", "H", "O", "H", "H", "H", "H", "O", "H", "H", "H", "H", "O", "H"], "coordinates": [[3.23126, -4.20553, -1.89052], [4.03200, 3.13372, -1.11182], [0.89034, 3.62353, -2.83040], [-1.65724, 0.72310, 2.13382], [-3.85365, 0.67959, 0.41463], [2.03290, -0.31075, -3.55953], [2.46489, -0.56216, -4.41419], [-0.66693, -1.78886, 0.42005], [-0.39080, 4.82518, 2.59230], [0.29087, 0.01692, -1.46286], [-2.06286, -5.08499, 0.63495], [0.44506, 0.19459, 5.02810], [1.11720, 0.03797, -1.88544], [-2.08941, -4.96629, 1.59289], [-0.65719, -5.56637, -1.92573], [-1.72108, 4.25409, 2.54407], [-0.14466, 0.91269, -1.75091], [-0.45810, -1.40620, -0.52713], [-1.03949, 2.74128, 1.38689], [-1.82824, -0.81443, 1.91843], [1.64076, 0.23269, 1.66969], [-1.20163, -2.26129, 3.80919], [-1.22429, 1.96122, 0.82062], [-0.37161, -1.79962, 3.38452], [-0.01790, -6.13944, -1.39307], [-2.36556, 3.45312, -4.09883], [-2.23866, 2.72341, -3.52903], [-1.43143, 3.00271, -3.11578], [1.10085, 1.60812, 4.45842], [1.62681, -0.78784, 1.63473], [0.70760, 3.60353, -3.68458], [3.86101, 2.86921, -2.47752], [-0.84208, 4.13297, 2.11090], [2.87553, -2.64211, -1.93210], [-1.55860, -2.26945, 0.13059], [3.33631, 2.81681, -1.64566], [-4.08307, 0.89852, -0.43644], [0.65607, 0.90645, 4.25188], [-0.80500, 1.93818, 0.03872], [-3.41508, 1.45373, 0.69172], [-0.45755, -0.24431, 2.61989], [1.78496, 3.81948, -2.53813], [2.59977, -3.53532, -1.53259], [-1.47991, -5.59482, 2.12858], [-0.13088, -2.26518, 2.52621], [2.38354, 0.62218, 1.31912], [2.61067, 0.10524, -2.98870], [-1.59197, -0.13657, 2.62464], [0.09644, -4.90872, -2.15464]], "forces_ev_per_angstrom": [[-0.6, 1.0, 0.4], [1.0, 0.7, 2.0], [0.0, -0.2, 6.6], [-0.3, 0.2, -0.4], [0.1, -2.0, 2.5], [-1.7, -1.9, -2.8], [-0.3, 0.5, 1.4], [-3.0, -0.8, -3.4], [1.0, 0.2, -0.1], [-3.2, 2.8, 0.4], [0.6, -0.7, 0.3], [1.3, 3.3, -2.6], [1.4, -0.2, -1.0], [1.1, -0.7, 1.8], [4.0, 0.6, 0.8], [0.5, -0.4, -0.7], [1.2, -2.7, 0.6], [0.1, -0.2, 2.5], [0.7, -0.2, -1.1], [0.3, 0.8, 0.5], [-3.6, -3.6, 1.5], [2.5, 1.1, -1.6], [-3.3, -0.5, 5.1], [-0.3, -3.3, 0.5], [-1.8, 0.4, -0.8], [-0.8, 1.1, -1.3], [0.0, -1.0, 0.6], [0.8, -0.1, 0.8], [4.1, 6.1, 2.8], [0.8, 2.8, -0.3], [-0.3, 0.1, -6.0], [-1.0, -0.4, 0.1], [-1.6, 0.9, 1.3], [-0.6, -2.2, 0.7], [2.7, 1.0, 1.3], [0.1, -0.3, -2.2], [-1.1, 0.4, -3.3], [-5.7, -9.5, 0.0], [2.6, 0.2, -3.9], [1.1, 1.4, 0.7], [-3.6, 0.1, 0.9], [0.0, -0.1, -0.6], [1.1, 1.2, -1.2], [-1.6, 1.4, -2.2], [-0.8, 0.1, 1.6], [2.8, 0.7, -1.4], [2.6, 1.4, 1.2], [2.6, 1.2, -2.1], [-2.2, -0.9, 0.1]], "charge": 1, "e_tot_ha": -1223.2312, "e_above_lowest_ev": 6.6544, "spin_multiplicity": 1, "homo_lumo_gap_ev": 10.855, "e_homo_ev": -13.41}


{"formula": "H33O16", "method": "the ωB97M-V functional and the def2-TZVPD basis", "species": ["O", "O", "O", "H", "H", "H", "O", "H", "O", "H", "H", "H", "H", "H", "H", "O", "H", "O", "O", "H", "H", "H", "H", "O", "O", "H", "H", "O", "H", "H", "H", "H", "H", "H", "H", "H", "H", "H", "O", "H", "O", "O", "O", "H", "O", "H", "H", "H", "H"], "coordinates": [[-1.76574, 0.05977, 0.77171], [0.71998, 1.43445, -0.74983], [-4.12066, -1.24048, 0.38766], [2.03954, -5.65269, 1.49273], [0.60864, 5.56791, -1.83129], [-0.60436, 2.07581, -2.44244], [-1.95830, -2.83971, 2.32263], [2.46215, 1.13096, 1.73737], [-1.86584, 1.83065, -1.41002], [-4.56352, -1.53492, 1.18959], [-2.01343, 0.89871, -1.62053], [0.84797, 1.84696, 0.12497], [-0.52605, 5.96711, -0.98604], [3.78629, 1.87057, 1.90939], [-2.50264, -2.97750, 1.54931], [0.42162, 6.12985, -1.07098], [-0.74588, 2.02052, 4.97417], [0.16351, 1.29380, -5.04909], [0.57726, 0.48911, 2.53798], [-0.02629, 2.59413, -3.78734], [3.17778, -5.43765, 0.39954], [-2.25344, -3.01203, -0.31501], [-1.55762, -3.89944, -1.26449], [2.51092, 1.97142, -2.92722], [-2.36411, -3.37484, -1.19996], [-4.68654, -1.44344, -0.36155], [-1.69911, 1.69941, -0.46190], [0.96913, -1.08156, -0.14555], [-0.01726, 0.42889, 1.78590], [3.02522, 1.79263, -3.71626], [-0.97414, -0.04307, 0.22618], [0.49519, -1.38201, -0.93270], [0.48227, -0.21579, 3.17913], [1.49874, 0.85815, -0.62434], [-1.39814, 0.72105, 5.30742], [2.88611, 1.66590, -2.09900], [1.17621, -1.92433, 0.29537], [2.29851, -3.89995, 2.00072], [0.00757, 2.81681, -2.81846], [0.94006, 2.66235, -2.48284], [3.29570, 1.31862, 1.29471], [-0.56928, 1.19264, 5.43176], [2.90182, -5.27344, 1.30384], [1.69286, -2.99631, 2.87503], [1.76869, -3.04269, 1.90698], [-2.01112, -0.74515, 1.23694], [-0.16925, 0.40806, -4.91233], [-2.51609, -2.33278, 2.92573], [0.15506, 1.60353, -5.95763]], "forces_ev_per_angstrom": [[0.2, 1.2, -0.2], [1.4, 0.2, 1.3], [0.4, -0.2, 0.3], [0.0, -0.5, -0.6], [0.4, 0.2, 0.0], [0.2, 1.4, 1.1], [0.2, 0.5, 0.2], [-0.2, -0.3, 0.5], [-0.1, -0.9, -0.3], [-0.4, 0.0, -0.3], [-0.6, 0.0, -0.2], [-0.6, 0.6, -0.3], [0.0, 0.3, 0.3], [0.0, 0.0, 0.0], [-0.4, -0.2, -0.1], [-0.4, -0.5, -0.3], [0.3, 0.1, 0.0], [0.3, 1.1, 0.8], [1.0, 1.1, -0.2], [0.6, 0.0, 0.1], [-0.3, -0.2, 0.0], [-0.4, 0.4, -0.1], [-0.1, -0.3, -0.4], [-1.0, 0.5, 0.2], [0.5, 0.0, 0.3], [-0.2, -0.2, 0.1], [-0.1, 0.6, 0.1], [-0.3, -0.8, -0.4], [-0.4, -0.7, 0.5], [0.4, -0.2, 0.4], [0.1, -0.9, 0.4], [0.1, 0.2, -0.1], [-0.4, -0.2, -0.2], [-0.4, -0.6, -0.6], [0.0, -0.2, 0.2], [0.7, -0.2, -0.3], [0.3, 0.2, 0.6], [-0.3, 1.4, -1.7], [-0.6, -0.6, -0.7], [-0.2, -0.4, -0.5], [-0.1, 0.1, -0.4], [-0.3, 0.0, -0.1], [0.4, -0.3, 0.6], [-0.7, 1.2, -0.2], [0.8, -1.7, 1.7], [0.4, -0.2, -0.4], [-0.1, -0.2, -0.7], [0.0, -0.2, 0.1], [-0.3, -0.7, -0.2]], "charge": 1, "e_tot_ha": -1223.3498, "e_above_lowest_ev": 3.4265, "spin_multiplicity": 1, "homo_lumo_gap_ev": 10.268, "e_homo_ev": -13.28}


charge of number 2 (H33O16)?
+1


Look up the charge of the first one.
-2


What is the charge in the third record?
+1